No. 1
{
  "formula": "C20H12N5O7S",
  "method": "the ωB97M-V functional and the def2-TZVPD basis",
  "total_charge": -1,
  "e_tot_ev": -53544.680,
  "de_lowest_kj_mol": 0.0,
  "gap_ev": 4.084,
  "elements": ["C", "C", "C", "C", "C", "C", "N", "S", "C", "C", "C", "C", "C", "C", "O", "O", "C", "C", "H", "H", "H", "H", "H", "H", "H", "H", "H", "H", "O", "N", "O", "C", "C", "C", "N", "O", "O", "C", "C", "N", "O", "N", "C", "H", "H"],
  "coordinates": [[-4.820, -0.069, 3.109], [-4.208, -1.320, 2.968], [-2.837, -1.415, 2.746], [-2.030, -0.248, 2.711], [-0.606, -0.361, 2.541], [0.016, -1.611, 2.433], [0.588, -2.641, 2.382], [0.429, 1.083, 2.788], [2.064, 0.346, 2.939], [2.662, 0.254, 4.202], [3.971, -0.222, 4.302], [4.693, -0.553, 3.151], [4.085, -0.462, 1.898], [2.769, -0.012, 1.793], [0.395, 1.837, 1.557], [0.173, 1.717, 4.057], [-2.671, 1.015, 2.809], [-4.042, 1.092, 3.019], [-5.894, 0.003, 3.282], [-4.798, -2.234, 3.031], [-2.345, -2.385, 2.621], [2.106, 0.561, 5.088], [4.425, -0.316, 5.288], [5.728, -0.880, 3.233], [4.620, -0.729, 0.987], [2.290, 0.060, 0.818], [-2.075, 1.929, 2.734], [-4.504, 2.076, 3.118], [-4.584, -3.498, -3.303], [-3.356, -3.587, -3.123], [-2.645, -4.458, -3.679], [-2.666, -2.674, -2.230], [-1.311, -2.847, -1.964], [-0.645, -1.934, -1.118], [0.804, -1.896, -1.115], [1.447, -2.916, -1.420], [1.344, -0.799, -0.852], [-1.324, -0.929, -0.409], [-2.666, -0.681, -0.721], [-3.410, 0.441, -0.473], [-4.480, 0.310, -1.416], [-4.436, -0.878, -2.126], [-3.335, -1.511, -1.666], [-0.742, -3.636, -2.449], [-0.829, -0.234, 0.266]],
  "forces_ev_per_angstrom": [[0.0, 0.1, 0.0], [0.2, 0.2, -0.2], [0.0, 0.3, 0.1], [-0.5, 0.1, 0.0], [0.7, 0.5, 0.3], [1.1, -1.0, 0.4], [-1.0, 1.4, -0.2], [0.0, -2.7, -0.4], [0.4, 0.4, 0.2], [-0.1, -0.1, -0.3], [-0.1, 0.1, -0.1], [-0.3, 0.0, 0.0], [-0.2, 0.1, 0.1], [0.0, 0.0, 0.0], [0.1, 0.7, 0.0], [-0.2, 0.5, 0.0], [0.0, -0.3, 0.1], [0.1, -0.3, 0.0], [0.3, 0.0, 0.0], [0.0, 0.2, 0.0], [-0.3, 0.3, 0.1], [0.1, -0.1, -0.3], [0.0, 0.0, -0.3], [-0.2, 0.0, 0.0], [-0.1, 0.0, 0.3], [0.2, 0.1, 0.4], [-0.3, -0.3, 0.1], [0.0, -0.3, -0.1], [2.3, 0.2, 0.6], [-0.5, -1.7, -1.5], [-1.2, 1.5, 0.9], [0.8, 0.6, 0.8], [-1.3, -0.1, -0.5], [-1.6, 1.7, 1.1], [2.7, 0.3, 0.2], [-1.4, 1.5, 0.4], [-1.3, -2.1, -0.6], [1.9, -0.3, -0.5], [-2.1, 1.0, -0.2], [-0.2, -2.0, -2.4], [1.9, -1.5, 1.3], [1.2, 0.3, 1.6], [-1.2, 0.7, -1.5], [-0.2, 0.1, 0.1], [0.3, -0.2, -0.2]],
  "mulliken_charge": [-0.425, -0.731, -0.467, 1.036, -0.116, 0.229, -0.788, 1.474, -0.284, -0.284, -0.559, -0.314, -0.651, -0.144, -0.660, -0.724, -0.320, -0.812, 0.364, 0.364, 0.354, 0.405, 0.347, 0.351, 0.381, 0.408, 0.333, 0.339, -0.559, 0.899, -0.606, -0.627, -0.317, -0.380, 1.076, -0.623, -0.582, -0.236, -0.039, -0.399, -0.129, -0.392, 1.093, 0.607, 1.110]
}

=====

No. 2
{
  "formula": "C32H23AsN5O4RuS3",
  "method": "the ωB97M-V functional and the def2-TZVPD basis",
  "total_charge": 1,
  "e_tot_ev": -145121.140,
  "de_lowest_kj_mol": 194.0,
  "gap_ev": 6.122,
  "elements": ["Ru", "O", "C", "O", "C", "C", "C", "C", "C", "N", "C", "O", "O", "H", "H", "H", "H", "N", "C", "N", "C", "C", "S", "C", "C", "S", "C", "N", "N", "H", "H", "H", "H", "H", "H", "C", "C", "C", "C", "C", "C", "As", "C", "C", "C", "C", "C", "C", "C", "C", "C", "C", "C", "C", "H", "H", "H", "H", "H", "H", "H", "H", "H", "H", "H", "H", "H", "S", "C"],
  "coordinates": [[-0.148, 1.536, -0.392], [-3.599, 1.651, 1.755], [-2.337, 1.590, 1.282], [-2.170, 1.567, -0.005], [-1.261, 1.547, 2.182], [-1.382, 1.543, 3.598], [-0.237, 1.457, 4.349], [1.006, 1.392, 3.732], [1.113, 1.452, 2.321], [-0.014, 1.500, 1.585], [2.736, 1.768, 0.274], [3.859, 2.118, -0.021], [1.808, 1.599, -0.607], [-4.216, 1.709, 1.011], [-2.365, 1.601, 4.030], [-0.297, 1.457, 5.425], [1.915, 1.329, 4.310], [-0.424, 4.548, 1.715], [-0.068, 4.617, 0.430], [-0.121, 3.643, -0.446], [0.259, 4.058, -1.709], [0.620, 5.363, -1.788], [0.488, 6.126, -0.248], [0.147, 3.088, -2.775], [0.363, 3.253, -4.106], [-0.065, 1.823, -4.971], [-0.537, 1.081, -3.469], [-0.339, 1.846, -2.429], [-1.070, -0.154, -3.403], [-0.748, 3.681, 2.115], [-0.263, 5.335, 2.317], [0.957, 5.913, -2.640], [0.730, 4.117, -4.618], [-1.328, -0.601, -4.267], [-1.619, -0.379, -2.583], [3.036, -2.627, 2.893], [3.505, -1.939, 1.784], [2.612, -1.448, 0.846], [1.243, -1.628, 1.026], [0.775, -2.333, 2.131], [1.677, -2.838, 3.054], [0.021, -0.895, -0.316], [0.433, -2.123, -1.772], [1.563, -2.127, -2.573], [1.711, -3.117, -3.534], [0.730, -4.083, -3.691], [-0.405, -4.081, -2.896], [-0.570, -3.100, -1.924], [-1.708, -2.977, -1.003], [-2.835, -3.791, -0.980], [-3.822, -3.582, -0.031], [-3.696, -2.574, 0.911], [-2.584, -1.745, 0.895], [-1.598, -1.935, -0.061], [3.733, -3.001, 3.627], [4.565, -1.783, 1.656], [2.981, -0.917, -0.027], [-0.292, -2.495, 2.257], [1.317, -3.402, 3.902], [2.317, -1.356, -2.457], [2.592, -3.137, -4.158], [0.854, -4.851, -4.438], [-1.150, -4.851, -3.027], [-2.946, -4.591, -1.696], [-4.697, -4.214, -0.021], [-4.461, -2.432, 1.659], [-2.480, -0.956, 1.630], [3.786, 1.267, 2.660], [2.402, 1.488, 1.720]],
  "forces_ev_per_angstrom": [[-0.6, -0.7, 0.6], [1.4, 0.0, 0.3], [-2.9, 0.1, -5.0], [-0.8, 0.1, 4.1], [2.5, -0.4, 2.8], [-0.4, 0.0, -1.9], [0.8, 0.0, 0.2], [-0.8, 0.2, -0.3], [-1.9, -0.1, 1.6], [-0.8, -0.1, 0.3], [-0.2, 0.4, -1.4], [-0.1, -0.1, 0.3], [1.0, 0.0, -0.5], [0.1, 0.0, -0.2], [-0.2, 0.0, 0.1], [0.0, -0.1, 0.1], [0.0, 0.0, 0.0], [-0.2, -0.2, 0.7], [0.3, 0.5, -1.0], [0.1, -0.2, 0.2], [0.3, 1.2, -0.1], [-0.1, -0.5, 0.1], [-0.2, -0.5, 0.0], [0.1, 0.1, -1.3], [-0.1, -0.2, 0.6], [-0.1, -0.1, 0.4], [0.0, 0.4, -0.3], [0.1, -0.3, 0.0], [-0.2, 0.0, -0.1], [0.1, 0.3, 0.0], [0.0, -0.1, 0.1], [0.1, 0.1, -0.2], [0.1, 0.2, -0.1], [0.0, -0.1, 0.1], [0.1, 0.0, -0.2], [0.1, 0.0, 0.0], [0.0, -0.1, 0.0], [-0.2, 0.0, -0.2], [-0.1, 0.1, -0.1], [-0.2, 0.1, -0.1], [-0.1, 0.0, 0.1], [0.1, -0.8, -0.3], [-0.1, -0.2, 0.0], [-0.1, 0.2, 0.2], [0.0, 0.1, 0.0], [0.0, -0.1, 0.0], [0.0, 0.1, 0.1], [0.6, 0.3, -0.1], [-0.1, 0.3, 0.4], [0.1, 0.1, 0.0], [0.0, 0.0, 0.0], [0.0, 0.1, 0.1], [0.1, 0.1, -0.1], [0.0, -0.1, -0.1], [0.1, -0.1, 0.0], [0.1, 0.0, -0.1], [0.0, 0.0, 0.1], [0.1, 0.0, 0.0], [-0.1, 0.0, 0.1], [0.0, -0.1, 0.0], [0.1, 0.0, 0.0], [0.0, -0.1, -0.1], [-0.1, -0.1, 0.0], [0.0, -0.1, -0.1], [-0.1, -0.1, 0.0], [-0.1, 0.0, 0.1], [-0.1, -0.1, 0.1], [-2.0, 0.2, -1.0], [4.2, -0.1, 1.2]],
  "mulliken_charge": [0.263, -0.498, 0.605, -0.494, -0.803, -0.977, -1.173, -0.826, 0.108, 2.017, -0.075, -0.692, -0.565, 0.456, 0.682, 0.490, 0.528, -0.235, 0.368, 0.357, -0.527, -0.168, -0.215, -0.302, -0.329, -0.210, 0.344, 0.506, -0.210, 0.054, 0.223, 0.471, 0.481, 0.265, 0.058, -0.615, -0.964, -0.322, 0.721, -0.254, -0.719, 1.711, 0.110, -0.817, -0.862, -0.801, -0.692, 1.066, 0.047, -0.806, -0.836, -1.037, 0.019, -0.527, 0.428, 0.575, 0.320, 0.405, 0.456, 0.512, 0.452, 0.429, 0.424, 0.459, 0.413, 0.470, 0.498, -0.071, 0.832]
}

=====

No. 3
{
  "formula": "C4H20N2O7",
  "method": "the ωB97M-V functional and the def2-TZVPD basis",
  "total_charge": 0,
  "smiles": "NCCCNC(=O)O.O.O.O.O.O",
  "e_tot_ev": -21783.942,
  "de_lowest_kj_mol": 242.4,
  "gap_ev": 9.338,
  "elements": ["N", "C", "C", "C", "N", "C", "O", "O", "H", "H", "H", "H", "H", "H", "H", "H", "H", "H", "O", "H", "H", "O", "H", "H", "O", "H", "H", "O", "H", "H", "O", "H", "H"],
  "coordinates": [[-3.655, -0.590, 1.121], [-2.166, -0.382, 0.808], [-1.302, 0.063, 2.045], [-0.628, 1.443, 1.836], [0.600, 1.409, 0.940], [1.327, 2.447, 0.389], [1.934, 2.387, -0.668], [1.428, 3.532, 1.097], [-4.041, 0.240, 0.787], [-3.862, -0.958, 2.064], [-2.070, 0.402, 0.064], [-1.923, -1.361, 0.395], [-1.789, 0.021, 3.033], [-0.461, -0.532, 2.222], [-0.414, 1.834, 2.867], [-1.415, 2.058, 1.445], [0.928, 0.486, 0.713], [2.087, 4.045, 0.593], [0.922, -1.468, 0.058], [1.271, -1.826, -0.821], [1.463, -2.137, 0.649], [0.054, -3.693, 0.356], [-0.319, -4.179, -0.418], [-0.528, -2.918, 0.547], [3.043, -0.367, -1.565], [3.019, 0.364, -1.004], [2.223, -0.907, -1.610], [0.478, -2.285, -2.534], [0.894, -2.832, -3.195], [-0.320, -2.036, -2.955], [0.785, 2.903, -3.040], [1.537, 2.752, -3.679], [0.900, 2.085, -2.540]],
  "forces_ev_per_angstrom": [[2.6, -1.0, -0.2], [-1.3, -1.1, 2.1], [0.2, 0.8, -0.9], [0.6, 0.3, 1.1], [-1.4, 0.4, 0.9], [-0.3, -2.1, -0.6], [0.3, -1.0, 0.2], [-0.1, 1.7, 1.3], [-1.8, 1.3, 0.5], [0.1, 1.1, -0.9], [-0.1, -0.2, -0.3], [0.9, 0.3, -0.1], [-0.5, 0.4, -0.7], [1.2, -1.8, -0.1], [0.3, -0.1, -1.0], [0.0, 0.9, -0.6], [-0.1, -0.3, -0.6], [-0.4, 0.2, 0.2], [3.1, -1.7, 0.4], [-1.6, 0.5, 1.7], [-1.7, 2.0, -1.4], [-1.3, -1.0, -0.2], [0.2, 0.8, 1.0], [0.7, -1.0, -0.7], [0.3, -3.0, -2.4], [-1.0, 1.8, 1.5], [1.1, 1.8, 0.3], [1.0, -0.4, 0.4], [0.5, -0.3, -0.3], [-1.4, 0.7, -0.4], [1.3, -0.8, -1.6], [-1.2, 0.7, 0.8], [-0.2, 0.2, 0.6]],
  "mulliken_charge": [-0.591, -0.372, -0.518, -0.883, 0.126, 0.522, -0.639, -0.478, 0.221, 0.220, 0.439, -0.031, 0.511, 0.257, 0.361, 0.433, 0.157, 0.367, -0.667, 0.189, 0.355, -0.713, 0.299, 0.369, -0.639, 0.289, 0.415, -0.529, 0.268, 0.261, -0.614, 0.321, 0.294]
}

=====

No. 4
{
  "formula": "C8H34ClO10S",
  "method": "the ωB97M-V functional and the def2-TZVPD basis",
  "total_charge": 1,
  "e_tot_ev": -52671.708,
  "gap_ev": 9.442,
  "elements": ["C", "C", "O", "C", "C", "O", "C", "S", "C", "C", "C", "Cl", "H", "H", "H", "H", "H", "H", "H", "H", "H", "H", "H", "H", "H", "H", "H", "H", "H", "H", "O", "H", "H", "O", "H", "H", "O", "H", "H", "O", "H", "H", "O", "H", "H", "O", "H", "H", "O", "H", "H", "O", "H", "H"],
  "coordinates": [[2.923, -1.920, -1.499], [1.845, -1.135, -2.323], [1.591, 0.170, -1.830], [0.982, 0.160, -0.561], [-0.514, -0.234, -0.564], [-1.295, 0.689, -1.364], [-2.606, 0.671, -0.894], [-3.838, 0.745, -2.290], [-5.057, -0.597, -1.914], [-4.449, -2.046, -1.884], [-4.352, -2.669, -0.469], [-2.831, -2.151, -2.733], [3.754, -1.263, -1.200], [3.260, -2.797, -2.071], [2.429, -2.252, -0.565], [2.283, -0.992, -3.329], [0.941, -1.759, -2.454], [1.496, -0.448, 0.201], [1.016, 1.205, -0.197], [-0.717, -1.258, -0.928], [-0.836, -0.218, 0.500], [-2.843, 1.509, -0.215], [-2.812, -0.274, -0.361], [-3.197, 0.475, -3.470], [-5.539, -0.348, -0.946], [-5.802, -0.546, -2.722], [-5.127, -2.684, -2.472], [-5.363, -2.927, -0.120], [-3.890, -2.014, 0.291], [-3.730, -3.577, -0.512], [3.421, 0.598, 0.981], [4.227, 1.122, 0.972], [3.105, 0.656, 0.073], [6.557, 0.316, 0.099], [6.833, 0.215, 1.016], [6.519, -0.585, -0.233], [2.749, 2.661, 3.211], [2.668, 2.017, 2.496], [3.599, 3.085, 3.047], [3.963, 5.279, 1.909], [4.242, 6.194, 1.814], [3.172, 5.330, 2.455], [4.639, 2.006, -1.235], [4.819, 1.626, -2.098], [5.512, 2.112, -0.842], [-6.594, 0.424, 0.721], [-6.269, 1.328, 0.659], [-7.419, 0.508, 1.210], [3.867, 2.625, 6.393], [4.670, 3.154, 6.398], [3.555, 2.678, 5.481], [-5.492, -4.939, 1.207], [-5.312, -4.367, 1.959], [-4.754, -5.558, 1.203]],
  "forces_ev_per_angstrom": [[-1.3, 0.4, 0.4], [1.7, -0.7, -0.8], [-0.2, -0.6, 0.4], [-1.3, 0.8, 0.2], [0.8, -0.5, 0.4], [-0.7, 0.0, 0.6], [0.8, -0.8, 0.1], [-1.1, 0.9, 0.4], [0.8, -0.8, -0.7], [-0.1, -0.3, 0.5], [0.2, 0.3, -0.2], [-0.7, 0.0, 0.2], [-0.2, -0.3, -0.4], [0.0, 0.3, 0.3], [0.5, -0.2, -0.4], [-0.5, 0.1, 0.4], [0.1, 0.4, 0.2], [-0.2, -0.1, -0.4], [0.0, -0.4, -0.2], [0.2, 0.4, 0.0], [0.1, 0.2, -0.5], [0.0, 0.0, -0.6], [-0.2, 0.3, -0.4], [0.0, -0.6, 0.9], [0.3, 0.1, -0.5], [0.3, 0.3, 0.3], [0.4, 0.3, 0.1], [0.4, 0.0, -0.2], [-0.2, 0.0, -0.4], [-0.5, 0.3, 0.0], [-0.3, 0.0, 0.4], [0.2, -0.1, -0.3], [0.4, 0.3, -0.1], [0.1, 0.0, 0.2], [0.1, 0.0, 0.0], [-0.1, 0.0, -0.1], [0.1, 0.1, 0.1], [0.1, -0.2, 0.0], [0.0, 0.1, -0.1], [-0.1, 0.0, 0.1], [0.1, 0.0, 0.0], [-0.1, -0.1, 0.0], [-0.1, 0.2, -0.1], [0.0, 0.0, -0.1], [0.1, -0.1, 0.0], [0.2, 0.1, -0.1], [-0.1, 0.1, 0.1], [-0.1, -0.1, 0.0], [0.0, 0.1, -0.2], [0.1, 0.0, 0.1], [-0.2, -0.1, 0.0], [0.1, 0.1, 0.0], [-0.1, -0.1, 0.1], [-0.1, -0.1, 0.0]],
  "mulliken_charge": [-0.802, -0.096, -0.399, -0.780, -0.602, -0.261, 0.160, 0.007, -0.329, 0.126, -1.276, -0.114, 0.054, 0.422, 0.248, 0.352, 0.099, 0.463, 0.413, 0.343, 0.437, 0.427, -0.179, 0.289, 0.061, 0.451, 0.416, 0.434, 0.266, 0.311, -0.652, 0.303, 0.428, -0.578, 0.309, 0.293, -0.651, 0.348, 0.311, -0.623, 0.302, 0.331, -0.623, 0.295, 0.279, -0.630, 0.306, 0.300, -0.644, 0.312, 0.341, -0.645, 0.325, 0.321]
}